# 1
Entry from the Open Molecules 2025 dataset: a 13-piece molecular cluster, C34H72F30N6O14P3 overall (wB97M-V/def2-TZVPD).

## Properties
Orbital gap: 5.91 eV
Energy: -6741.05202 a.u.
LUMO level: 0.924 eV
HOMO energy: -4.990 eV

Geometry as ORCA input:
```
! wB97M-V def2-TZVPD RIJCOSX def2/J DEFGRID3
* xyz -1 1
C -3.487 -3.442 -0.028
C -2.471 -4.223 -0.856
O -1.330 -4.392 -0.505
N -3.134 -4.985 -2.042
H -3.719 -5.757 -1.754
H -3.867 -4.398 -2.415
C -2.138 -5.453 -3.116
H -4.065 -3.950 0.744
H -4.233 -3.051 -0.720
H -3.093 -2.610 0.556
H -1.402 -6.148 -2.711
H -1.832 -4.548 -3.641
H -2.831 -5.805 -3.880
C 2.651 0.029 -1.702
C 3.877 -0.541 -2.528
O 4.643 -1.485 -2.229
N 4.071 -0.079 -4.027
H 3.181 0.236 -4.387
H 4.613 0.772 -3.988
C 4.823 -1.015 -4.957
H 1.755 -0.563 -1.888
H 2.405 1.065 -1.931
H 2.907 -0.090 -0.649
H 4.113 -1.795 -5.229
H 5.738 -1.417 -4.522
H 5.058 -0.377 -5.809
C 1.981 -4.720 0.689
C 3.237 -3.817 0.432
O 3.996 -4.003 -0.526
N 3.668 -2.776 1.540
H 3.494 -1.845 1.188
H 3.014 -3.046 2.261
C 5.128 -2.924 2.019
H 1.141 -4.468 0.043
H 1.604 -4.404 1.662
H 2.339 -5.746 0.774
H 5.749 -2.653 1.165
H 5.275 -3.974 2.274
H 5.456 -2.283 2.837
C -1.765 1.614 -2.672
C -1.680 2.639 -3.771
O -2.584 3.395 -4.014
N -0.237 2.929 -4.350
H 0.315 3.384 -3.638
H 0.299 2.073 -4.341
C -0.466 3.733 -5.695
H -0.864 1.088 -2.358
H -2.476 0.844 -2.972
H -2.211 2.114 -1.811
H -1.253 4.485 -5.652
H -0.776 3.016 -6.455
H 0.432 4.229 -6.066
C -3.657 -1.864 4.848
C -3.911 -1.358 3.425
O -4.768 -1.821 2.680
N -3.020 -0.174 2.910
H -2.431 0.046 3.700
H -2.422 -0.538 2.181
C -3.779 1.124 2.480
H -3.024 -1.164 5.394
H -3.211 -2.847 4.702
H -4.625 -2.047 5.315
H -4.282 0.794 1.571
H -3.087 1.913 2.186
H -4.505 1.358 3.258
C 3.663 4.762 3.936
C 2.900 3.796 4.714
O 3.265 3.164 5.694
N 1.472 3.692 4.226
H 0.887 3.454 5.014
H 1.164 4.573 3.842
C 1.407 2.537 3.176
H 4.715 4.490 3.848
H 3.544 5.740 4.402
H 3.444 4.982 2.891
H 0.400 2.491 2.761
H 1.749 1.588 3.588
H 2.052 2.842 2.352
C -4.731 -1.664 -4.030
O -5.958 -0.987 -3.572
O -4.645 -2.977 -3.420
C -4.865 -1.532 -5.560
F -4.656 -0.253 -5.969
F -3.855 -2.235 -6.187
F -6.072 -1.867 -5.922
C -5.837 0.329 -3.085
C -7.234 0.833 -2.691
H -7.769 0.959 -3.632
H -7.687 0.209 -1.920
H -7.146 1.717 -2.059
H -5.546 0.997 -3.896
H -5.121 0.339 -2.263
H -3.899 -1.087 -3.627
C 1.523 -2.769 4.705
O 2.038 -1.946 5.807
O 2.594 -3.703 4.431
C 0.110 -3.304 5.122
F -0.541 -3.940 4.141
F 0.182 -4.085 6.177
F -0.706 -2.284 5.371
C 1.581 -0.612 5.998
C 2.711 0.106 6.777
H 3.706 0.031 6.338
H 2.381 1.122 6.994
H 2.841 -0.406 7.731
H 0.727 -0.854 6.631
H 1.438 -0.053 5.073
H 1.454 -2.082 3.862
C 0.595 -0.952 -4.572
O 1.513 -1.980 -4.996
O 1.219 0.228 -4.903
C -0.714 -1.288 -5.230
F -1.709 -0.318 -5.185
F -0.517 -1.528 -6.573
F -1.338 -2.341 -4.746
C 1.406 -3.369 -4.634
C 1.142 -3.828 -3.186
H 1.641 -3.200 -2.447
H 0.064 -3.697 -3.089
H 1.441 -4.870 -3.079
H 2.442 -3.687 -4.742
H 0.814 -3.954 -5.337
H 0.444 -1.149 -3.511
C 1.013 4.382 -1.278
O 0.246 5.436 -1.837
O 1.566 3.834 -2.443
C 1.805 4.779 -0.061
F 2.792 3.965 0.279
F 2.411 5.908 -0.351
F 1.127 5.045 1.055
C -1.054 5.705 -1.321
C -1.568 6.894 -2.114
H -2.480 7.407 -1.809
H -0.745 7.555 -2.388
H -1.784 6.583 -3.137
H -0.957 5.898 -0.253
H -1.597 4.806 -1.611
H 0.400 3.560 -0.910
P -1.582 2.501 5.810
F -1.050 3.867 5.231
F -2.149 3.034 7.188
F -3.099 2.686 5.246
F -1.779 0.976 6.307
F -1.213 1.802 4.412
F -0.111 2.471 6.414
P 5.345 0.946 2.361
F 5.152 -0.252 1.314
F 4.189 0.180 3.254
F 6.334 0.199 3.372
F 5.283 2.218 3.377
F 6.647 1.565 1.615
F 4.232 1.751 1.563
P -0.279 -0.599 0.926
F -0.430 0.137 2.380
F 1.179 -0.996 1.400
F -0.917 -2.019 1.388
F 0.055 -1.315 -0.541
F -1.789 -0.099 0.379
F 0.358 0.729 0.251
*
```

Here are the Löwdin charges for atoms 1 to 4, given in e:
1. C 0.02
2. C -0.30
3. O 0.14
4. N 0.09



# 2
Entry from the Open Molecules 2025 dataset: C4H8OS as an isolated structure (wB97M-V/def2-TZVPD).

## Properties
Orbital gap: 8.80 eV
Energy: -630.55151 a.u.
LUMO level: 0.705 eV
HOMO energy: -8.091 eV

Geometry as ORCA input:
```
! wB97M-V def2-TZVPD RIJCOSX def2/J DEFGRID3
* xyz 0 1
C -0.230 0.728 0.597
C 0.387 0.474 -0.789
C -1.567 0.151 0.818
C 1.600 -0.391 -0.745
O -0.296 2.232 0.580
S 0.574 2.345 -0.842
H 0.638 0.444 1.211
H -0.445 0.107 -1.466
H -2.335 0.578 0.035
H -2.081 0.086 1.861
H -1.684 -0.957 0.533
H 2.430 -0.081 -0.185
H 1.822 -0.630 -1.754
H 1.323 -1.386 -0.314
*
```

Here are the Löwdin charges for atoms 1 to 4, given in e:
1. C -0.49
2. C -0.54
3. C -0.08
4. C -0.12



# 3
Entry from the Open Molecules 2025 dataset: an isolated ion of composition C5H11N2O and charge +1 (wB97M-V/def2-TZVPD).

## Properties
Orbital gap: 12.00 eV
SMILES string: CC[N@@+]1(O)C=NCC1
Energy: -381.47741 a.u.
LUMO level: -3.663 eV
HOMO energy: -15.667 eV

Geometry as ORCA input:
```
! wB97M-V def2-TZVPD RIJCOSX def2/J DEFGRID3
* xyz 1 1
C -2.124 -0.287 -0.845
C -0.790 -0.860 -0.332
N 0.331 0.070 -0.411
O 0.650 0.466 -1.698
C 0.016 1.238 0.542
N 0.593 1.141 1.648
C 1.533 0.106 1.589
C 1.621 -0.506 0.233
H -2.290 0.684 -0.515
H -2.238 -0.065 -1.872
H -2.863 -0.932 -0.685
H -0.569 -1.792 -0.854
H -1.066 -1.005 0.691
H 0.167 1.286 -1.903
H -0.814 1.897 0.126
H 1.152 -0.495 2.354
H 2.504 0.579 2.033
H 2.580 0.045 -0.302
H 1.606 -1.569 0.202
*
```

Here are the Löwdin charges for atoms 1 to 4, given in e:
1. C -0.02
2. C -0.12
3. N -0.26
4. O 0.09